Formula: CH3FN2OS
Source: the Open Molecules 2025 dataset
Level of theory: ωB97M-V with the def2-TZVPD basis set

Results
Relative energy (zero: lowest compared OMol25 entry of this formula, charge and spin) in kJ/mol: 168.0
Spin multiplicity: 1
E_LUMO in hartree: 0.0063
HOMO in eV: -9.67
Net charge: 0
Electronic energy in Ha: -722.614824

Geometry as XYZ:
```
9
Properties=species:S:1:pos:R:3:forces:R:3
C -1.250 0.083 -0.138 1.04 -0.51 1.18
N -0.902 1.145 -0.663 -0.39 1.45 -1.01
N 1.973 -0.227 0.858 -1.15 -1.44 -2.16
O -0.420 -0.964 -0.160 -1.12 -0.64 0.17
F -2.296 -0.133 0.679 0.29 -0.11 -0.85
S 1.249 -0.533 -0.532 1.14 -2.73 2.73
H -1.533 1.939 -0.664 -0.05 -0.27 0.39
H 1.739 0.717 1.056 0.31 1.57 0.17
H 1.440 -2.026 -0.436 -0.07 2.67 -0.60
```
Positions in Å, forces in eV/Å.

=====

Formula: CH3FO2S
Source: the Open Molecules 2025 dataset
Level of theory: ωB97M-V with the def2-TZVPD basis set

Results
Relative energy (zero: lowest compared OMol25 entry of this formula, charge and spin) in kJ/mol: 20.3
Spin multiplicity: 1
E_LUMO in hartree: 0.0161
HOMO in eV: -11.99
Net charge: 0
Electronic energy in Ha: -688.399117

Geometry as XYZ:
```
8
Properties=species:S:1:pos:R:3:forces:R:3
C 0.587 0.692 0.387 2.83 -5.31 0.64
S -0.581 -0.655 -0.150 -2.49 0.32 0.24
O -1.929 -0.150 0.201 3.15 -1.29 -1.10
O -0.221 -2.036 0.115 -0.04 2.34 -0.34
F -0.411 -0.482 -1.808 -0.13 -0.01 2.25
H 0.077 1.528 0.216 -2.20 3.54 -0.01
H 1.110 0.484 1.392 -1.54 0.37 -1.40
H 1.368 0.619 -0.353 0.41 0.04 -0.27
```
Positions in Å, forces in eV/Å.